# 1
23
Properties=species:S:1:pos:R:3:forces:R:3:nbo_charge:R:1 method="wB97M-V/def2-TZVPD" orbital_gap_ev=9.8225 charge=0 e_homo_ev=-9.1 e_lumo_ev=0.68 e_above_lowest_kj_mol=361.5
C -2.761 3.202 0.673 0.4137 -1.0930 1.3197 -0.31
C -3.919 2.805 -1.304 4.2568 -0.4335 3.0029 -0.40
C -3.927 3.428 -0.112 0.3659 -0.4367 0.4313 -0.09
C -1.860 2.440 -0.028 -0.4831 0.5725 0.5599 0.07
C -0.115 0.990 0.120 3.0801 -3.0678 0.3663 0.75
C 0.678 -0.917 -0.631 -1.6795 -2.2005 0.0003 0.04
C 0.588 -1.382 1.783 -0.0382 2.2104 1.2162 -0.44
C 1.659 -0.591 -1.749 0.6776 3.1475 2.0238 0.05
N -0.452 0.059 -0.622 0.5092 0.5136 -0.1535 -0.54
N 1.288 -0.804 0.683 1.4718 -1.6208 -2.1305 -0.12
O 1.462 0.499 0.831 -2.5402 2.9519 -0.1981 -0.41
O -0.598 2.100 0.465 -1.0901 2.1476 0.9449 -0.44
F 1.094 -0.495 -2.957 -1.2724 -0.2380 -1.5626 -0.35
S -2.427 1.929 -1.544 -0.5260 0.4159 -0.3451 0.49
Cl -5.234 4.295 0.538 -0.6584 0.4375 0.1336 0.04
H -2.757 3.252 1.801 0.3225 0.6219 -1.5805 0.25
H -4.502 2.777 -2.083 -3.5910 0.1397 -3.7313 0.22
H 0.166 -1.919 -0.783 0.9689 0.8834 0.2770 0.21
H 0.631 -2.418 1.790 -0.1308 -2.0505 -0.5058 0.21
H 1.185 -1.094 2.698 -1.1522 0.0834 -0.8268 0.23
H -0.455 -1.000 1.727 0.3302 -0.3136 0.8288 0.18
H 2.436 -1.323 -1.819 0.7278 -0.2685 0.3402 0.18
H 2.004 0.513 -1.489 0.0378 -2.4025 -0.4107 0.17

# 2
21
Properties=species:S:1:pos:R:3:forces:R:3:mulliken_charge:R:1 method="wB97M-V/def2-TZVPD" orbital_gap_ev=4.9819 charge=-1 e_homo_ev=-3.2 e_lumo_ev=1.77 e_above_lowest_kj_mol=0.0
O -1.381 1.628 -0.918 0.3708 0.6349 0.0692 -0.37
C -2.058 0.653 -1.650 -0.8893 -0.4928 0.1402 0.75
O -3.094 0.178 -1.178 0.3766 0.0850 0.0336 -0.69
O -1.487 0.412 -2.742 -0.1737 -0.0711 -0.4064 -0.84
C -1.342 1.565 0.508 -0.0064 -0.3460 -0.0572 -0.37
H -2.035 2.299 0.948 0.0452 -0.1368 -0.1068 0.29
H -1.632 0.554 0.824 0.0071 0.2737 -0.0202 0.31
C 0.099 1.846 0.922 0.2077 -0.4993 0.1776 -0.53
H 0.323 2.915 0.731 0.0755 -0.1089 -0.2702 0.28
H 0.155 1.763 2.025 0.0453 -0.2124 -0.0870 0.26
O 0.998 0.990 0.282 -0.0420 -0.3847 -0.0472 -0.32
Rb 0.936 1.279 -2.500 0.2140 0.0137 0.5485 0.95
O 2.491 -1.071 0.532 -0.2550 0.5120 -0.6553 -0.16
C 1.655 -0.375 1.389 0.3407 -0.0365 1.0267 -0.70
C 1.756 -2.046 -0.238 -0.0093 0.0635 0.0018 -0.27
O 0.602 -1.250 1.601 -0.3121 0.5972 -0.5356 -0.18
C 0.373 -2.026 0.410 -0.1393 0.0376 -0.1521 0.04
H 2.266 -3.012 -0.137 -0.0778 0.1399 -0.0552 0.24
H 1.746 -1.755 -1.303 -0.0649 -0.1067 0.3060 0.05
H 0.013 -3.017 0.706 0.0714 0.1799 -0.0480 0.35
H -0.385 -1.529 -0.215 0.2157 -0.1420 0.1374 -0.08

# 3
56
Properties=species:S:1:pos:R:3:forces:R:3:nbo_charge:R:1 method="wB97M-V/def2-TZVPD" orbital_gap_ev="6.1209 / 7.1995" charge=-1 multiplicity=2 e_homo_ev="-3.4 / -4.6" e_lumo_ev="2.73 / 2.65" e_above_lowest_kj_mol=221.3
Ta 1.149 0.365 0.291 -0.0840 -0.1206 0.0111 1.81
O 1.472 2.150 4.290 -0.0103 -0.0007 -0.0153 -0.65
C 1.310 1.163 3.422 -0.0043 -0.0499 -0.0018 0.88
O 1.513 1.349 2.232 0.0279 0.0983 0.0794 -0.64
C 1.018 -0.180 4.040 -0.0211 0.0245 -0.0055 -0.19
O 2.227 -0.914 3.978 0.0090 -0.0190 0.0273 -0.53
C 2.062 -2.273 3.639 -0.0234 0.0116 -0.0129 -0.17
C 1.633 -2.531 2.192 0.0512 0.0642 0.0690 0.80
O 1.561 -3.717 1.844 -0.0412 -0.0043 0.0142 -0.73
O 1.369 -1.521 1.481 0.0969 -0.0050 -0.1190 -0.79
H 1.572 2.967 3.775 0.0088 0.0019 0.0084 0.50
H 0.213 -0.621 3.452 0.0049 -0.0068 0.0085 0.25
H 0.695 -0.045 5.074 0.0009 -0.0030 -0.0019 0.19
H 1.331 -2.762 4.293 -0.0035 -0.0010 0.0099 0.18
H 3.024 -2.756 3.800 -0.0057 -0.0005 -0.0105 0.21
O -0.705 0.136 1.309 0.0059 0.0045 -0.0307 -0.65
N -1.801 0.836 0.974 -0.0147 -0.0080 -0.0118 -0.01
C -2.327 0.619 -0.252 0.0021 0.0060 0.0036 0.06
C -3.446 1.269 -0.674 0.0036 -0.0096 -0.0108 -0.29
C -4.045 2.181 0.208 0.0013 0.0084 0.0170 -0.17
C -3.509 2.375 1.448 -0.0120 -0.0016 -0.0242 -0.26
C -2.347 1.690 1.893 0.0270 0.0006 0.0506 0.06
S -1.692 1.909 3.438 0.0058 -0.0016 -0.0265 -0.36
H -1.795 -0.105 -0.849 0.0007 -0.0067 -0.0038 0.24
H -3.839 1.066 -1.658 0.0008 0.0009 0.0004 0.22
H -4.932 2.727 -0.089 -0.0001 -0.0002 -0.0006 0.21
H -3.949 3.065 2.153 0.0005 -0.0002 0.0013 0.23
N -0.598 -3.992 0.061 -0.0096 -0.0074 0.0168 -0.53
C -1.455 -5.011 -0.257 0.0113 -0.0031 -0.0258 -0.12
C -2.396 -4.457 -1.080 -0.0099 0.0063 0.0225 -0.12
N -2.140 -3.120 -1.269 0.0011 -0.0035 -0.0076 -0.50
C -1.056 -2.888 -0.564 0.0505 -0.0233 -0.0307 0.18
H 0.227 -4.011 0.673 -0.0099 0.0037 0.0171 0.46
H -1.326 -6.010 0.120 0.0038 -0.0003 -0.0025 0.21
H -3.241 -4.941 -1.542 -0.0006 0.0008 0.0003 0.19
H -0.542 -1.946 -0.463 -0.0524 0.0392 -0.0119 0.19
C 2.153 -1.959 -1.604 -0.0116 -0.0099 -0.0019 -0.24
O 1.793 -0.689 -1.138 -0.0090 -0.0163 -0.0047 -0.81
H 2.103 -2.692 -0.795 0.0036 0.0021 0.0021 0.19
H 3.172 -1.933 -1.999 -0.0025 0.0036 -0.0055 0.17
H 1.475 -2.268 -2.405 -0.0018 -0.0050 0.0034 0.18
C -0.195 3.880 -3.019 -0.0015 -0.0052 0.0025 -1.09
Ge 0.952 2.356 -2.510 -0.0073 0.0303 0.0048 1.63
C 2.767 2.758 -3.169 -0.0016 -0.0001 -0.0037 -1.09
C 0.321 0.814 -3.559 0.0094 0.0008 -0.0083 -1.09
C 0.900 2.094 -0.607 0.0152 -0.0037 0.0009 -1.42
H -0.156 4.062 -4.095 -0.0003 0.0009 0.0000 0.21
H 0.126 4.787 -2.502 0.0004 0.0004 -0.0006 0.22
H -1.230 3.678 -2.738 0.0008 -0.0007 0.0031 0.22
H 2.779 2.897 -4.253 -0.0006 -0.0001 0.0001 0.21
H 3.431 1.930 -2.914 0.0018 0.0006 -0.0009 0.22
H 3.153 3.661 -2.695 -0.0006 -0.0004 0.0009 0.22
H 0.082 1.124 -4.580 0.0050 0.0020 -0.0013 0.21
H -0.573 0.376 -3.113 -0.0084 0.0079 -0.0044 0.22
H 1.089 0.043 -3.599 -0.0065 -0.0029 0.0091 0.23
H 0.623 3.017 -0.088 0.0044 0.0012 0.0008 0.24

# 4
20
Properties=species:S:1:pos:R:3:forces:R:3:mulliken_spin:R:1 method="wB97M-V/def2-TZVPD" orbital_gap_ev="6.3750 / 6.7225" charge=+3 multiplicity=6 e_homo_ev="-21.6 / -21.6" e_lumo_ev="-15.20 / -14.93"
O -1.207 -3.847 1.713 0.5403 6.9351 -5.6866 0.00
C -1.135 -2.923 0.956 -0.7229 -7.8017 6.3227 0.00
Sm -0.833 -0.855 -0.591 5.3509 -3.0107 8.9371 5.10
O -3.369 -1.805 -2.554 0.0729 0.0323 0.0711 0.01
C -2.523 -1.456 -1.924 -3.8106 -1.3281 -3.1467 -0.02
C -0.845 0.813 -2.111 -0.1676 -0.3540 -0.2538 -0.03
O -0.779 1.653 -2.790 0.2350 3.4686 -2.8199 0.01
C 0.334 -1.761 -2.031 3.7484 -2.8725 -6.3772 -0.02
O 1.045 -2.270 -2.701 1.0517 -0.7664 -0.6952 0.02
C -2.274 0.346 0.299 -6.0885 4.8789 2.5966 -0.02
O -2.960 0.981 0.886 -0.6857 0.5609 0.7528 0.01
C 2.787 0.607 1.402 0.6689 0.2303 0.2851 0.00
S 1.245 0.255 0.563 0.3697 0.5278 0.4795 -0.05
C 0.424 1.818 0.990 -0.7604 -0.0029 0.1740 0.00
H 3.418 -0.249 1.328 0.4803 -0.6942 -0.0787 0.00
H 2.576 0.800 2.463 -0.1252 0.0388 -0.3185 0.00
H 3.275 1.458 0.909 -0.2685 -0.1439 0.1111 0.00
H 1.179 2.598 1.087 0.1139 -0.0900 0.0022 0.00
H -0.221 2.146 0.179 -0.2875 0.1733 -0.0700 0.00
H -0.137 1.691 1.928 0.2849 0.2185 -0.2856 0.00

# 5
12
Properties=species:S:1:pos:R:3:forces:R:3:nbo_charge:R:1 method="wB97M-V/def2-TZVPD" orbital_gap_ev=9.7090 smiles="C=N.CN" charge=0 e_homo_ev=-8.8 e_lumo_ev=0.90 e_above_lowest_kj_mol=113.8
C 3.760 -1.179 -0.707 -0.5643 -0.5548 0.0089 -0.05
N 2.958 -1.865 -1.400 0.0248 -0.2010 -0.4750 -0.59
H 4.692 -1.684 -0.463 0.1956 0.3854 0.2073 0.16
H 3.524 -0.199 -0.294 0.2501 0.1455 -0.0654 0.15
H 2.083 -1.403 -1.647 0.0941 0.2248 0.3245 0.33
C -2.590 1.803 1.244 -0.3427 -0.4279 -0.7624 -0.40
N -3.385 0.743 0.645 1.0706 -0.9408 -0.0531 -0.87
H -2.716 2.748 0.713 -0.0104 0.3527 0.3375 0.17
H -1.538 1.534 1.154 0.0043 -0.0520 0.1215 0.19
H -2.832 1.873 2.299 0.0037 0.3205 0.1137 0.19
H -4.379 0.782 0.654 -0.3889 0.3708 -0.0537 0.37
H -2.997 0.305 -0.183 -0.3370 0.3767 0.2961 0.36

# 6
31
Properties=species:S:1:pos:R:3:forces:R:3:nbo_charge:R:1 method="wB97M-V/def2-TZVPD" orbital_gap_ev=8.7836 charge=+1 e_homo_ev=-12.9 e_lumo_ev=-4.16 e_above_lowest_kj_mol=0.0
C 0.007 2.968 -0.247 -0.2056 0.0621 -0.0206 0.19
C -1.428 -0.350 -0.430 0.0153 -0.3822 -0.1820 0.64
C -0.735 0.946 -0.191 0.3572 0.2127 -0.0725 0.23
C 2.248 -1.384 -1.083 -0.0472 -0.1574 -0.5649 -0.80
C 2.509 -1.137 1.390 -0.2540 -0.0294 0.2413 -0.74
C 3.493 0.594 -0.131 0.5010 0.1729 -0.2584 -0.80
C -3.379 -1.744 -0.334 -0.0073 -0.3314 -0.2400 -0.42
C -3.417 0.423 0.803 -0.1802 0.2142 0.1447 -0.42
C 2.755 -0.634 0.037 -0.3531 0.2189 0.1127 0.64
N 1.002 2.185 0.051 0.1709 0.8950 0.1009 -0.30
N 0.544 0.932 0.082 -0.4295 -0.7433 0.0374 -0.28
N -1.127 2.237 -0.407 0.2335 -0.2355 0.0948 -0.51
N -2.691 -0.505 -0.032 -0.0681 -0.0030 -0.0047 -0.38
O -0.774 -1.221 -0.996 -0.2008 0.0885 0.1133 -0.62
H 0.059 4.032 -0.352 -0.0264 0.2713 -0.0473 0.23
H 2.308 -2.459 -0.922 0.0975 -0.1364 0.1181 0.28
H 2.673 -1.101 -2.041 0.0623 0.0233 -0.0021 0.25
H 1.147 -1.213 -1.125 0.1904 0.0709 0.1490 0.38
H 3.396 -1.691 1.715 0.1703 -0.0345 -0.0932 0.29
H 2.375 -0.323 2.099 0.0543 0.0725 0.0158 0.26
H 1.665 -1.819 1.425 -0.0425 -0.0532 -0.0257 0.25
H 4.185 0.788 0.688 0.0165 -0.0473 0.0423 0.26
H 2.745 1.418 -0.071 0.1047 -0.1312 0.0494 0.36
H 3.974 0.690 -1.106 -0.0449 -0.0855 0.1187 0.26
H -4.376 -1.522 -0.715 -0.0006 -0.0039 0.0231 0.21
H -2.811 -2.287 -1.086 -0.1060 0.0190 0.0710 0.25
H -3.466 -2.361 0.562 -0.0161 0.0187 -0.0045 0.21
H -4.161 0.976 0.223 -0.0086 0.0088 0.0495 0.21
H -3.944 -0.141 1.574 0.0452 0.0885 -0.0065 0.23
H -2.742 1.118 1.297 -0.0327 0.0025 0.0324 0.21
H -2.034 2.584 -0.676 0.0047 -0.0657 0.0080 0.45